15
Properties=species:S:1:pos:R:3:forces:R:3:lowdin_charge:R:1 method="wB97M-V/def2-TZVPD" de_lowest_ev=2.045 multiplicity=1 e_tot_ev=-10530.45864 homo_energy_ev=-9.77
C -2.46208 -0.71762 0.13706 1.697 0.639 0.565 -0.12
C -0.96682 -1.09402 -0.15538 1.311 -0.193 1.289 -0.18
C 0.08094 0.11137 0.04258 -1.820 -2.117 -0.978 -0.24
C 1.59312 -0.22249 0.26527 -3.009 -0.605 2.128 -0.12
H -3.02071 -1.62120 0.10476 -0.608 -0.794 0.114 0.04
H -2.54868 -0.25187 1.16235 -0.013 -0.407 -1.221 0.09
H -2.85860 -0.05917 -0.63901 0.137 0.127 0.320 0.06
H -0.82720 -1.43413 -1.18488 -0.175 0.106 -0.043 0.10
H -0.62312 -2.02104 0.45648 -0.597 1.711 -0.700 0.13
H 2.11656 0.53252 -0.23959 1.388 0.751 -0.440 0.09
H 1.66139 -0.23798 1.39949 0.591 0.334 -1.341 0.15
H -0.12967 3.13589 -0.12687 0.058 -1.042 0.004 0.10
N -0.51032 1.23044 -0.12418 0.973 -0.002 0.430 0.02
O 0.38306 2.30561 -0.04071 0.332 0.749 0.042 -0.08
F 1.91853 -1.50716 -0.16388 -0.265 0.744 -0.167 -0.05